C26H50N2O25S2 as an isolated structure, computed with ωB97M-V with the def2-TZVPD basis set.

Each line ends with the Löwdin charge.
Atoms and positions in Å:
C 0.331 0.460 -4.702  -0.306
H 3.116 -2.571 -2.655  0.090
O 2.296 -5.938 1.303  -0.295
C 1.493 3.542 4.518  -0.627
H 0.829 -1.295 1.819  -0.005
C 1.678 -1.127 2.012  -0.035
H -0.638 3.913 -2.215  0.085
O 0.226 -0.735 -4.927  0.106
C -1.055 -0.958 -5.256  -0.524
H 2.382 -1.749 -1.348  0.035
H 1.858 -1.936 2.661  0.117
C -2.197 2.196 2.740  -0.093
H -1.293 1.668 -3.708  0.208
C -1.533 4.355 -1.812  -0.091
H 1.927 0.121 3.858  0.114
S 1.336 -5.783 2.382  0.675
O -2.474 3.863 -2.712  0.126
H 2.801 -6.034 4.294  0.059
H 0.398 -3.610 -4.213  0.112
H -4.773 -1.808 0.593  0.108
H 3.209 -4.403 -1.855  0.151
H 1.920 4.674 1.813  0.100
H -5.582 -0.408 3.098  0.097
O 0.931 4.660 4.722  0.084
H -1.355 -5.039 2.957  0.163
C 0.093 -3.029 -1.344  -0.111
C 3.018 3.073 -0.796  -0.118
C 1.084 4.342 2.360  -0.082
H 1.623 -5.167 -0.964  0.073
H -0.444 -3.999 -1.024  0.162
C 2.528 2.855 -2.280  -0.153
C 0.577 5.383 3.501  -0.008
H -0.496 -1.484 -2.602  0.089
H -0.501 5.504 3.701  0.133
O -2.069 -2.016 -1.104  0.015
H -0.868 6.473 -2.102  0.044
C 3.842 4.498 -2.261  -0.575
H -6.591 -1.890 1.328  0.074
C 2.165 -4.316 -1.290  -0.044
H 1.754 -1.541 -3.005  0.132
O -1.980 -0.292 3.570  -0.309
H -1.729 4.222 -0.728  0.129
O 2.909 3.910 -2.992  0.062
O -2.405 6.020 -3.127  0.038
O 3.280 0.522 2.424  0.098
H -2.020 -3.820 1.158  0.067
H -1.225 1.596 -5.532  0.067
H 2.744 -4.542 3.550  0.066
H 1.436 1.045 2.628  0.119
O -1.889 -0.007 -5.189  0.172
O -0.196 2.075 -0.077  -0.064
C -1.051 1.056 -4.760  -0.046
C -1.628 5.939 -1.938  -0.071
N -0.046 0.817 -0.048  -0.531
N 1.291 -3.424 -2.089  -0.326
O -3.855 4.722 -4.158  0.166
C -1.612 -3.262 1.938  -0.039
O 0.457 -4.408 1.937  -0.237
C -0.638 -4.160 2.690  -0.332
H 2.127 3.405 -0.111  0.130
C -4.967 -0.791 2.314  -0.269
O -3.937 1.001 4.378  -0.310
H -2.414 -2.938 2.562  0.070
S -3.017 0.689 3.275  0.685
C 2.027 0.142 2.835  -0.099
H 1.009 6.317 3.510  0.092
O 1.621 3.315 3.172  0.014
C 1.038 -4.139 -3.448  0.072
H 0.388 -4.978 -3.328  0.103
H 0.576 0.522 -3.761  0.047
O 2.754 -1.180 1.039  0.059
H 1.373 -5.001 4.565  0.088
H 2.697 1.794 -2.687  0.137
H -0.296 -3.737 3.530  0.072
C 3.657 -0.222 1.385  -0.490
O 1.778 2.789 5.402  0.158
C 2.138 -5.366 3.873  -0.103
H -2.759 3.064 3.169  0.097
C 2.223 -2.226 -2.202  0.026
H -1.730 -1.279 -0.753  -0.034
H -2.338 6.293 -0.992  0.183
O 4.541 5.484 -2.527  0.114
H -6.022 -0.483 0.511  0.056
H 0.216 4.068 1.688  0.124
O 0.538 0.305 -0.993  -0.022
H -4.135 -1.367 2.775  0.096
C -5.711 -1.326 1.061  -0.022
H 3.481 2.256 -0.250  0.120
O 3.910 4.072 -1.034  0.088
C -1.069 -2.247 -2.101  -0.177
H -1.408 -2.865 -2.910  0.101
H 1.145 1.070 -5.381  0.206
H 1.191 3.228 -2.547  0.200
O -1.015 0.180 0.403  -0.035
O 4.768 -0.075 0.776  0.061
H 2.068 -4.278 -3.685  0.088
H -2.042 2.311 1.739  0.005
C -2.973 4.770 -3.366  -0.666
O -4.000 0.228 2.017  -0.288
H 0.225 -2.535 -0.388  0.116
H -1.235 2.191 3.155  0.039
H -1.241 -2.348 1.599  0.035
H 2.618 -3.863 -0.262  0.155
O -1.489 -2.172 -5.394  0.042
O 0.337 -6.787 2.656  -0.278

Properties
Relative energy (zero: lowest compared OMol25 entry of this formula, charge and spin)   86.2 kcal per mole
Charge   0
2S+1   1
HOMO level   -0.3459 Eh
Frontier orbital gap   9.38 eV

C26H51Cl3EuN2O6PSi as an isolated structure, computed with ωB97M-V with the def2-TZVPD basis set.

Each line ends with the Löwdin charge.
Atoms and positions in Å:
H 0.754 6.148 3.795  0.085
C -2.545 0.928 3.208  -0.287
H -0.228 -6.098 -4.858  0.049
Cl 0.596 0.721 -2.461  0.338
O 1.362 -0.066 2.828  -0.399
H -2.821 -1.713 -4.615  0.066
H -4.231 -0.363 3.050  0.075
C -3.141 -0.443 2.991  -0.145
C 0.899 3.669 -3.738  -0.242
Eu 1.587 1.436 -0.015  0.973
C -1.272 5.521 2.228  -0.049
H 3.703 -0.060 -2.667  0.081
H 2.420 -2.565 -0.299  0.137
C 3.687 -0.736 2.659  -0.085
H -0.318 -0.759 6.585  0.105
H -0.210 -4.654 -5.909  0.049
C -1.260 -3.020 -3.800  -0.434
H 2.207 -3.741 -3.042  0.080
H -2.816 -3.486 1.884  0.093
O -0.326 -1.971 -3.180  -0.168
H -1.725 -5.498 -5.539  0.034
H -2.158 1.315 -4.990  0.037
C 0.041 -4.502 0.393  -0.105
H 0.570 -4.132 -1.677  0.076
H -2.970 1.403 4.106  0.109
H -0.577 1.467 -5.866  0.038
H 1.583 3.706 -2.871  -0.069
H 1.811 4.753 3.412  0.092
H -2.508 -3.155 -5.585  0.066
H 3.321 -3.991 -1.680  0.089
C -0.765 -5.173 -5.110  -0.225
C 0.359 -0.441 5.787  -0.276
H 3.964 0.029 3.395  0.079
H 0.950 -5.090 0.589  0.092
H -0.859 3.094 1.535  0.121
C -1.428 -2.319 -2.395  -0.269
O 2.780 -0.537 -0.411  -0.251
H 4.376 -1.580 2.772  0.079
H 1.985 -1.941 2.092  0.103
H 3.952 -3.508 -3.290  0.085
C -2.024 -2.393 -4.959  -0.038
C 3.337 -0.966 -3.164  -0.049
Cl -0.761 0.049 0.531  -0.029
C -0.135 -3.915 -0.869  -0.058
H 1.341 -0.886 5.993  0.102
H 0.426 4.667 -3.830  0.037
C 2.280 -1.227 2.876  -0.275
N -0.068 4.744 2.509  -0.180
C 0.450 1.060 5.760  -0.108
C -1.265 1.946 -5.149  -0.196
H -2.753 1.585 2.355  0.089
H -1.554 6.108 3.103  0.084
Cl 3.227 3.150 -1.028  -0.340
H -0.544 1.514 5.716  0.070
C -2.228 -2.983 -0.123  -0.074
C 0.066 3.533 1.947  -0.293
C 2.717 -1.695 -0.906  -0.264
H -0.679 -4.902 -2.963  0.033
H 1.071 1.431 4.939  0.069
H 4.089 -1.368 -3.849  0.083
P -0.243 -0.436 3.072  0.682
C -1.234 -3.068 -1.127  -0.172
C -0.928 -4.353 1.395  -0.120
H -2.089 4.833 1.976  0.090
H -1.614 2.888 -5.604  0.035
C -2.054 -3.592 1.109  -0.127
H -2.808 -1.164 3.750  0.069
H -1.109 3.740 -1.598  0.025
H 1.550 6.065 2.214  0.100
Si -0.417 2.359 -3.540  0.265
O 1.155 2.899 1.889  -0.184
H 2.440 -0.723 -3.748  0.055
O -1.082 0.928 3.374  -0.398
C -0.871 -4.358 -3.878  -0.233
H -2.396 3.585 -2.817  0.032
H -1.320 -1.833 -5.589  0.073
H 1.495 3.511 -4.647  0.031
H 2.168 -1.713 3.857  0.102
H -2.160 -1.502 -2.385  0.124
O -0.148 -1.089 4.577  -0.352
H -3.135 -2.413 -0.339  0.108
H -0.791 -4.816 2.377  0.092
C 3.134 -3.386 -2.573  -0.041
H 3.815 -0.335 1.646  0.050
H 0.913 1.379 6.699  0.073
C 1.092 5.468 3.010  -0.030
H -2.885 -0.811 1.992  0.021
N 3.028 -1.991 -2.164  -0.148
H -1.120 6.218 1.389  0.094
H -2.085 2.243 -1.648  0.018
C -1.616 3.023 -2.268  -0.224

Properties
Charge   -1
2S+1   8
<S²>   15.759
HOMO level (spin up / spin down)   -0.0522 / -0.0522 Eh
Frontier orbital gap (spin up / spin down)   3.47 / 3.46 eV

A 6-piece molecular cluster, C26H51FN3O12S5 overall, computed with ωB97M-V with the def2-TZVPD basis set.

Each line ends with the Löwdin charge.
Atoms and positions in Å:
H -1.057 4.893 -6.794  0.103
C -0.168 4.669 -4.807  -0.228
S 1.210 5.623 -6.883  0.660
H -0.803 6.431 -5.933  0.105
C 6.628 -0.985 -3.071  -0.209
C 1.256 4.989 -4.338  -0.224
C 2.142 4.842 -5.570  -0.235
H -7.394 3.600 -0.674  0.120
C -0.842 0.029 -0.487  -0.369
O -5.674 1.754 2.813  -0.297
S 5.073 0.104 -1.270  0.668
C 5.353 -0.590 -3.826  -0.202
H 6.536 -2.008 -2.698  0.122
H 6.466 -4.841 1.252  0.115
H -0.202 -1.985 1.295  0.139
O -1.094 2.730 -2.216  0.207
H 3.637 -6.363 4.080  0.111
H 1.677 -0.902 -0.337  0.123
C -5.540 -1.290 4.077  -0.217
C -0.232 0.171 0.912  -0.391
H -6.227 -3.306 4.574  0.119
H -6.678 2.156 -1.376  0.119
H 0.589 -1.041 2.558  0.131
H -1.213 0.053 2.693  0.054
C -0.403 5.435 -6.115  -0.218
H -4.386 0.159 5.229  0.116
O -2.030 -1.746 3.698  -0.350
F -1.221 3.153 -0.112  0.125
H -7.476 0.044 1.707  0.106
C -7.880 1.742 0.368  -0.210
H 1.575 4.326 -3.534  0.107
C -6.933 2.643 -0.432  -0.204
H 2.624 0.396 2.116  0.194
H 3.711 -1.321 -2.584  0.106
H -5.750 3.699 1.072  0.112
H 7.032 0.982 -2.237  0.116
H -3.957 -3.549 3.646  0.109
C 4.332 -5.003 0.849  -0.221
H 7.405 -0.353 -1.112  0.114
H 5.476 -3.660 2.100  0.112
H -8.298 2.299 1.210  0.124
H -2.764 0.800 -0.916  0.144
C -5.666 2.840 0.409  -0.209
O 4.751 1.483 -0.976  -0.327
H 5.069 -1.342 -4.560  0.121
N 2.228 0.338 1.177  0.082
H -0.909 4.938 -4.056  0.106
H 3.110 5.330 -5.470  0.107
H -5.592 -1.525 3.010  0.111
C 5.398 -5.626 2.990  -0.216
C -1.359 2.318 -1.157  -0.523
S 3.010 -5.597 1.912  0.663
H 3.992 -4.115 0.318  0.085
H -3.756 -3.882 5.389  0.111
O 1.280 4.803 -8.064  -0.322
C -4.062 -3.143 4.652  -0.224
H -0.260 3.596 -4.986  0.113
H 5.640 -6.651 2.700  0.123
O -0.574 -0.866 -1.206  0.193
H 2.275 3.794 -5.839  0.104
H 2.534 -1.847 0.816  0.119
C 5.519 -4.701 1.772  -0.215
C 3.942 -5.541 3.436  -0.229
O 1.960 -4.605 1.961  -0.343
S -3.006 -1.705 4.770  0.685
C 0.450 -1.132 1.477  -0.050
O 4.868 -0.930 -0.272  -0.338
H 1.183 1.560 -0.082  0.138
H 3.542 0.384 -3.076  0.105
O 1.546 7.022 -6.911  -0.313
H -2.191 0.287 1.434  0.050
H 7.508 -0.938 -3.710  0.123
C 1.800 -1.046 0.741  -0.085
H -4.775 2.935 -0.208  0.095
H -6.426 -0.708 4.328  0.116
O -2.615 -1.530 6.144  -0.305
C -7.024 0.588 0.881  -0.224
C -5.465 -2.593 4.883  -0.210
N -1.295 0.576 1.823  0.112
H -8.708 1.382 -0.240  0.122
H 3.016 0.525 0.554  0.119
C 4.246 -0.393 -2.784  -0.217
N -1.781 1.025 -0.880  0.165
O -4.379 0.587 0.990  -0.349
H -6.763 -0.100 0.076  0.113
H 1.301 6.016 -3.966  0.121
C 6.738 -0.012 -1.901  -0.219
C 1.000 1.144 0.919  -0.025
S -5.517 1.374 1.434  0.681
H -5.613 -2.380 5.944  0.123
H 0.892 2.039 1.530  0.145
H 6.077 -5.334 3.789  0.118
H 4.566 -5.793 0.137  0.107
C -4.263 -0.495 4.368  -0.225
H 3.731 -4.587 3.919  0.106
H -3.939 0.082 3.509  0.059
H 5.523 0.344 -4.364  0.123
O 2.744 -6.971 1.584  -0.304

Properties
Charge   +1
2S+1   1
HOMO level   -0.4321 Eh
Frontier orbital gap   9.49 eV

C26H51InN2OSbSi4 as an isolated structure, computed with ωB97M-V with the def2-TZVPD basis set.

Each line ends with the Löwdin charge.
Atoms and positions in Å:
C 3.543 -0.268 -3.445  -0.189
H -2.889 1.320 0.440  0.081
H 2.533 2.931 -4.135  0.015
H -0.263 1.015 -5.697  0.050
H 4.247 2.619 -3.882  0.048
H 2.256 -3.033 1.176  0.022
C -1.612 -3.787 1.959  -0.156
C 1.394 -3.041 1.844  -0.190
C 0.472 0.740 -4.933  -0.165
N 0.871 1.510 0.573  0.008
H 4.562 -0.037 -3.774  0.048
C 1.170 3.330 -0.912  -0.049
C 0.551 -2.103 -3.057  -0.295
C -0.628 -1.599 0.019  -0.587
H -2.712 1.601 5.128  0.037
H 0.586 -0.343 -4.957  0.013
H -1.312 -4.653 2.558  0.048
C -2.031 -1.688 -0.529  -0.451
Si -0.112 1.430 -3.300  0.460
H 0.030 -5.568 0.015  0.044
H -5.305 -1.289 0.320  0.116
Si -0.197 -3.258 0.863  0.366
Si 2.954 1.167 -2.401  0.419
H -2.351 0.402 -3.681  0.051
H 1.840 -0.088 5.139  0.040
C -3.159 -1.341 0.234  -0.085
H -3.035 -0.936 1.233  0.084
H 3.759 0.347 -0.199  0.021
H -0.349 -1.763 6.548  0.039
H 0.246 -3.116 -2.807  -0.006
H -1.337 2.653 4.752  0.028
H 1.523 -3.868 2.550  0.048
H -1.948 -3.006 2.645  0.015
C -0.919 -0.554 3.664  -0.321
H 1.482 1.089 6.407  0.042
C 1.220 0.778 5.392  -0.173
H 1.322 4.386 2.296  0.120
O -1.985 1.525 0.713  -0.038
C -0.393 3.253 -3.670  -0.180
C -1.825 0.829 -2.821  -0.155
H 1.427 1.184 -5.228  0.032
H -1.998 -0.712 3.532  0.009
C 0.999 2.397 1.599  -0.139
C -1.682 1.845 5.405  -0.173
C -1.023 -0.902 6.591  -0.179
H 3.363 3.615 -2.728  0.038
H 3.586 -1.204 -2.883  0.017
C 1.213 3.737 1.439  -0.033
H 0.930 1.985 2.601  0.078
H -0.745 -4.518 -1.184  0.030
H 2.935 -0.426 -4.338  0.023
N -2.187 -2.215 -1.750  0.090
Sb 1.113 -1.144 -1.225  1.442
H -2.433 1.669 -2.462  0.038
H -2.046 -1.269 6.472  0.039
H -5.550 -2.253 -1.974  0.109
H 5.037 1.184 -1.089  0.048
C -4.574 -2.075 -1.541  -0.053
H 3.793 2.118 -0.252  0.036
H 1.425 -2.114 2.428  0.004
H 1.014 -4.457 -0.948  0.032
In -0.452 -0.126 1.622  0.887
H -2.467 -4.085 1.346  0.046
C 3.286 2.734 -3.370  -0.159
H 1.429 -2.132 -3.701  0.001
H -0.941 -0.463 7.590  0.039
H -1.794 0.060 -2.045  -0.006
H -0.819 3.812 -2.832  0.033
H 1.417 5.272 -0.058  0.127
H 1.485 1.598 4.716  0.015
C -3.418 -2.394 -2.233  -0.116
C 1.083 0.998 -1.873  -0.535
C 3.972 1.209 -0.836  -0.167
H 0.494 3.786 -4.020  0.030
Si -0.589 0.345 5.279  0.394
H -1.603 2.079 0.020  0.066
C 1.274 4.216 0.135  -0.013
H -1.127 3.280 -4.483  0.050
H -3.475 -2.817 -3.231  0.116
H -0.278 -1.601 -3.547  -0.012
C 1.002 1.943 -0.706  -0.399
H -0.454 -1.546 3.698  -0.006
C 0.052 -4.571 -0.437  -0.174
H 1.252 3.687 -1.924  0.078
C -4.432 -1.538 -0.273  -0.051
H -1.695 2.226 6.430  0.040

Properties
Charge   +1
2S+1   1
HOMO level   -0.3936 Eh
Frontier orbital gap   8.01 eV

C26H51N5O7PtSSbSi3 as an isolated structure, computed with ωB97M-V with the def2-TZVPD basis set.

Each line ends with the Löwdin charge.
Atoms and positions in Å:
H -4.675 -0.302 -0.275  0.037
C 4.849 -1.227 3.357  -0.181
H 5.139 -2.296 3.471  0.114
C 14.415 -3.114 5.581  -0.317
H -7.394 2.214 -1.195  0.036
H -4.109 0.198 3.334  0.043
C 1.979 0.058 0.915  -0.005
C -8.095 5.896 -0.470  -0.164
H -1.926 -1.743 -3.638  0.146
O 4.502 -5.005 2.465  0.113
H 13.766 -4.085 5.778  0.149
C -9.512 4.148 -6.208  -0.281
C 3.021 -3.287 2.084  -0.101
H 16.415 -3.724 4.852  0.051
C 15.642 -2.914 5.056  -0.027
H 0.922 0.251 0.743  0.048
H -5.712 -5.222 -1.658  0.002
N 3.618 -4.335 2.985  -0.331
O 4.840 -0.940 0.618  -0.310
H -3.276 1.825 3.685  0.026
Pt 0.542 -2.455 -0.806  0.867
H 2.665 -4.571 0.356  0.152
H -8.649 4.256 -5.565  -0.002
H -12.629 3.427 -3.786  0.007
H 4.705 1.511 1.575  0.091
N 2.061 -2.417 0.326  -0.172
C -3.472 1.023 2.951  -0.247
H -9.270 3.324 -3.191  0.020
C -2.004 -3.421 -1.798  -0.229
H 6.916 2.730 0.727  0.073
H -9.197 4.002 -7.233  0.020
H 16.201 -1.904 4.594  0.127
H 5.817 -8.570 -2.120  0.000
H -5.859 2.943 -2.224  -0.022
C -4.774 0.025 0.785  -0.250
S 5.652 -0.659 1.816  0.661
H -3.051 -5.250 -1.158  0.051
O 6.990 -1.102 2.066  -0.296
H -3.739 2.029 -1.474  0.066
H -12.981 3.543 -5.496  -0.016
C 5.682 1.059 1.782  -0.300
Si -6.815 4.462 -0.548  0.878
H -4.455 -0.808 1.522  0.061
H -12.272 4.989 -4.566  0.023
H 13.361 1.150 -0.511  0.003
C 13.367 -0.911 -1.020  -0.145
C 6.724 1.646 0.692  -0.092
H -5.856 0.138 0.908  0.009
H -10.209 1.725 -2.942  0.051
H 6.379 -8.181 -2.355  0.001
O -0.869 1.997 1.491  0.072
H 2.851 -0.179 3.593  0.149
C -1.478 -2.575 -2.898  -0.161
H -2.573 0.371 2.739  0.060
H -10.176 5.106 -6.224  0.064
C -0.184 -2.314 -2.673  -0.629
C -9.508 2.298 -3.639  -0.266
C 2.492 -3.591 0.864  -0.054
H 2.977 -1.810 4.335  0.159
H 5.293 -0.544 4.111  0.121
H 12.719 -1.353 -0.152  0.073
H -2.638 2.237 -0.062  -0.051
H -4.934 -4.990 -3.196  0.020
Si -10.521 3.001 -5.211  0.707
H -7.940 6.710 0.305  0.077
C 3.337 -1.197 3.410  -0.180
N 0.759 -1.586 -2.670  0.015
O -5.329 5.022 -0.021  -0.646
C 2.272 -1.397 1.163  -0.329
N -1.718 4.120 1.760  -0.007
C -1.389 2.992 1.839  -0.644
C -3.680 2.480 -0.401  -0.562
C -5.856 -4.740 -2.608  -0.073
H 6.238 1.613 -0.352  0.099
H -7.460 2.802 -2.812  -0.023
Si -4.174 1.743 1.327  0.641
H 2.375 0.703 1.745  0.083
C -12.301 3.886 -4.745  -0.233
C -2.872 -4.185 -1.373  0.038
O 3.193 -4.347 4.128  0.093
H -8.390 6.255 -1.417  0.018
N 2.742 -1.907 2.341  0.013
H 13.750 -1.936 6.677  0.091
O 13.727 -1.937 5.709  -0.074
H -5.765 -3.678 -2.519  -0.008
H -9.035 5.358 -0.306  0.026
H 7.664 1.155 0.632  0.053
H 6.255 1.387 2.723  0.126
H 2.380 0.277 -0.105  0.110
H -8.739 1.665 -3.879  -0.033
C -6.854 2.859 -1.907  -0.095
C 13.407 0.412 -1.292  0.031
H 13.527 -1.871 -1.566  0.039
Sb -3.155 4.614 -0.312  1.614
H -6.658 -5.056 -3.340  0.041

Properties
Relative energy (zero: lowest compared OMol25 entry of this formula, charge and spin)   417.0 kcal per mole
Charge   +1
2S+1   5
<S²>   6.045
HOMO level (spin up / spin down)   -0.3263 / -0.3071 Eh
Frontier orbital gap (spin up / spin down)   3.42 / 2.89 eV